The following is a DFT calculation (ωB97M-V/def2-TZVPD) of a molecular structure, C22H31BrCl2N3NiO3 at a distorted geometry.

Structure (XYZ):
```
63
Properties=species:S:1:pos:R:3:mulliken_charge:R:1
O 0.57 2.92 -2.10 -0.40
C 1.72 2.92 -2.54 -0.40
C 2.20 1.97 -3.56 0.46
C 2.15 0.59 -3.29 0.00
H 1.75 0.25 -2.33 0.46
C 2.55 -0.30 -4.27 -0.86
H 2.47 -1.38 -4.08 0.43
C 3.01 0.21 -5.50 -0.36
H 3.29 -0.50 -6.26 0.37
C 3.13 1.59 -5.74 -0.52
H 3.50 1.96 -6.70 0.36
C 2.74 2.47 -4.75 -0.40
H 2.80 3.55 -4.87 0.41
H 2.54 3.46 -2.00 0.33
C 1.38 1.86 1.48 -0.20
C 2.01 0.47 1.49 0.83
H 1.34 2.31 2.48 0.28
H 0.34 1.85 1.10 -0.35
H 1.89 2.58 0.79 0.23
C 3.25 0.33 0.97 0.08
C 4.56 -0.20 1.39 -1.41
H 3.28 0.69 -0.05 -0.10
H 4.90 -0.96 0.68 0.30
H 4.60 -0.62 2.39 0.37
H 5.30 0.61 1.37 0.35
Ni 1.00 -0.94 1.08 -0.02
Cl 1.78 -2.71 0.01 -0.74
Cl 0.56 -0.55 3.27 -0.64
C -1.31 -3.50 1.72 0.01
O -2.38 -3.10 1.26 -0.64
N -0.96 -3.41 3.03 0.22
C -1.82 -2.68 3.95 -0.90
C 0.37 -3.81 3.50 -0.77
H -0.52 -3.97 1.10 0.33
H -1.61 -1.59 3.89 0.22
H -1.59 -3.02 4.98 0.33
H -2.88 -2.87 3.69 0.29
H 1.00 -2.90 3.62 0.19
H 0.82 -4.46 2.74 0.27
H 0.26 -4.32 4.47 0.31
H -3.96 4.36 1.28 0.26
H -3.46 5.63 -1.47 0.32
C -2.96 4.82 1.28 -0.89
C -2.47 5.68 -1.01 -0.93
N -2.30 4.66 0.00 0.16
H -2.36 4.36 2.07 0.27
C -1.71 3.47 -0.27 0.22
O -1.59 2.57 0.56 -0.62
H -1.71 5.55 -1.77 0.29
H -1.34 3.39 -1.30 0.30
H -3.07 5.90 1.45 0.33
H -2.37 6.66 -0.54 0.31
Br -4.51 0.50 0.65 -0.20
C -2.99 -0.16 -0.26 -0.23
C -3.04 -0.46 -1.62 -0.16
C -1.89 -0.92 -2.23 -1.00
C -0.75 -1.16 -1.47 -0.43
N -0.70 -0.83 -0.16 0.92
C -1.79 -0.33 0.45 -0.59
H -3.98 -0.31 -2.15 0.42
H -1.86 -1.13 -3.30 0.39
H 0.14 -1.63 -1.88 0.52
H -1.69 -0.11 1.50 0.60
```

Summary:
net charge	-1
multiplicity	3
lowest unoccupied orbital energy (alpha / beta)	0.0853 / 0.0851	Ha
E	-6249.5827	Ha